Record 1
# C3H7N3O

A single C3H7N3O molecule at a distorted geometry (ωB97M-V/def2-TZVPD, the Open Molecules 2025 dataset).

Element x y z (Å)
N: 0.23 -1.97 0.28
C: 0.18 -0.68 0.73
C: -0.63 0.32 0.17
N: -1.88 0.12 -0.41
C: 0.02 1.56 0.32
N: 1.37 1.45 0.44
O: 2.01 0.79 -0.65
H: 0.03 -2.11 -0.70
H: 0.99 -2.54 0.63
H: 0.68 -0.52 1.68
H: -2.15 -0.84 -0.52
H: -2.10 0.71 -1.20
H: -0.48 2.46 0.69
H: 1.73 1.25 -1.46

## Properties
Net charge: 0
SMILES string: N/C=C(N)/C=N\O
HOMO energy in eV: -7.10
ΔE to the lowest compared entry with this formula, charge and spin in kJ/mol: 482.07
Kohn-Sham gap in eV: 7.474
LUMO in eV: 0.4

Electronic structure analysis, Mulliken charges in units of e:
1 N -0.5180
2 C -0.0205
3 C 0.2628
4 N -0.5476
5 C -0.3859
6 N -0.5035
7 O -0.3516
8 H 0.2138
9 H 0.2601
10 H 0.4156
11 H 0.2366
12 H 0.2242
13 H 0.4006
14 H 0.3134

Record 2
# C3H7N3O

A single C3H7N3O molecule at a distorted geometry (ωB97M-V/def2-TZVPD, the Open Molecules 2025 dataset).

Element x y z (Å)
C: 0.70 1.08 -1.14
C: 0.07 0.87 0.22
C: -0.52 -0.48 0.42
N: 0.24 -1.50 0.33
N: -0.23 -2.72 0.57
N: -0.60 1.93 0.89
O: 0.69 1.46 1.31
H: 1.51 0.36 -1.25
H: -0.04 0.91 -1.91
H: 1.10 2.09 -1.24
H: -1.58 -0.52 0.66
H: -1.23 -2.88 0.54
H: 0.35 -3.44 0.17
H: -0.47 2.83 0.42

## Properties
Net charge: 0
SMILES string: C[C@]1(/C=N/N)NO1
HOMO energy in eV: -9.05
ΔE to the lowest compared entry with this formula, charge and spin in kJ/mol: 415.13
Kohn-Sham gap in eV: 10.096
LUMO in eV: 1.0

Electronic structure analysis, Mulliken charges in units of e:
1 C -1.2917
2 C 1.2724
3 C -0.6111
4 N -0.1201
5 N -0.4859
6 N -0.5704
7 O -0.3684
8 H 0.3255
9 H 0.3064
10 H 0.3813
11 H 0.4138
12 H 0.2263
13 H 0.2381
14 H 0.2838

Record 3
# C3H7N3O

A single C3H7N3O molecule at a distorted geometry (ωB97M-V/def2-TZVPD, the Open Molecules 2025 dataset).

Element x y z (Å)
C: -1.32 2.29 0.45
C: -1.65 1.24 1.11
C: 1.84 -1.20 -1.24
N: 0.27 -0.16 0.09
N: -0.66 -0.22 1.04
N: 0.63 -1.27 -0.48
O: 0.23 -2.42 -0.10
H: -1.86 3.29 0.59
H: -0.42 2.21 -0.08
H: -2.39 0.90 1.69
H: 1.89 -1.81 -2.10
H: 2.07 -0.18 -1.53
H: 2.53 -1.66 -0.57
H: -1.17 -1.01 1.13

## Properties
Net charge: 0
HOMO energy (alpha / beta) in eV: -5.93 / -10.09
Spin multiplicity: 3
ΔE to the lowest compared entry with this formula, charge and spin in kJ/mol: 283.02
Kohn-Sham gap (alpha / beta) in eV: 7.023 / 8.866
LUMO (alpha / beta) in eV: 1.1 / -1.2

Electronic structure analysis, Mulliken charges in units of e:
1 C -0.5510
2 C -0.1982
3 C -0.7083
4 N -0.3335
5 N -0.2661
6 N 0.5800
7 O -0.5953
8 H 0.2271
9 H 0.3186
10 H 0.4156
11 H 0.2532
12 H 0.2908
13 H 0.3034
14 H 0.2638

Record 4
# C3H7N3O2

A single C3H7N3O2 molecule at a distorted geometry (ωB97M-V/def2-TZVPD, the Open Molecules 2025 dataset).

Element x y z (Å)
C: -2.06 -0.67 0.14
C: 1.40 -0.56 -0.37
C: -0.07 0.55 -0.33
N: 2.62 -0.53 0.26
N: -0.41 1.75 0.24
O: 1.14 0.61 -1.04
N: -0.91 -0.43 -0.69
O: 0.90 -1.71 -0.65
H: 3.20 0.29 0.19
H: 2.99 -1.41 0.57
H: -0.64 2.51 -0.38
H: -1.02 1.77 1.05
H: -1.86 -0.59 1.21
H: -2.46 -1.66 -0.09
H: -2.82 0.08 -0.11

## Properties
Net charge: 0
HOMO energy (alpha / beta) in eV: -7.83 / -7.83
ΔE to the lowest compared entry with this formula, charge and spin in kJ/mol: 465.43
Kohn-Sham gap (alpha / beta) in eV: 7.899 / 7.899
LUMO (alpha / beta) in eV: 0.1 / 0.1

Electronic structure analysis, Mulliken charges in units of e:
1 C -0.8758
2 C 0.7929
3 C 0.2124
4 N -0.3902
5 N -0.4223
6 O -0.3820
7 N -0.1826
8 O -0.6055
9 H 0.2230
10 H 0.2571
11 H 0.2343
12 H 0.2468
13 H 0.2832
14 H 0.2741
15 H 0.3346

Number 1: total energy -357.866261 Ha. Number 2: total energy -357.891757 Ha. Number 3: total energy -357.730852 Ha. Number 4: total energy -433.145496 Ha.